No. 1
Density functional theory data (ωB97M-V/def2-TZVPD) for a molecular structure, C6H6N2.

Geometry as ORCA input:
```
! wB97M-V def2-TZVPD RIJCOSX def2/J DEFGRID3
* xyz 0 1
C -1.63575 0.97060 0.11785
C -0.96822 -1.29896 -0.03271
C 0.44981 -0.79038 -0.10986
C -2.20719 -0.87666 0.03975
C 0.88184 0.42045 -0.09091
C 2.19781 1.19656 0.03376
N -0.46539 1.26312 0.18677
N -2.86566 0.54842 -0.00413
H -0.90386 -2.38989 -0.20810
H 1.09810 -1.66394 -0.12994
H -3.01382 -1.53510 0.21335
H 1.99268 2.20105 0.31769
H 2.68735 1.25357 -1.02069
H 2.75228 0.70117 0.68716
*
```

Summary:
Frontier orbital gap in eV: 8.5
E_LUMO in eV: 0.45

Atomic partial charges in e from the Löwdin method, atoms 1 to 6: C -0.303; C -0.103; C -0.083; C -0.112; C -0.169; C -0.012


No. 2
Density functional theory data (ωB97M-V/def2-TZVPD) for 14 unconnected molecules or ions with the total composition C34H75N8O6.

Geometry as ORCA input:
```
! wB97M-V def2-TZVPD RIJCOSX def2/J DEFGRID3
* xyz 1 1
C 1.25054 2.31344 1.18925
C 0.66254 1.34744 0.25225
C 1.10854 -0.07256 0.25125
N 0.35054 -1.09456 -0.55475
C 0.17354 -0.59856 -1.97075
C -1.00046 -1.37256 -0.03975
C -1.41046 -2.79356 -0.35475
C -0.12146 -3.45156 -0.84175
C 1.01454 -2.51456 -0.51875
H 1.21054 1.83444 2.17625
H 0.56054 3.10744 1.28125
H 2.18154 2.55644 0.88625
H 0.90154 1.87244 -0.64475
H -0.52546 1.45644 0.16325
H 1.35354 -0.54356 1.24525
H 2.13554 0.01644 -0.08375
H -0.13146 -1.37456 -2.73875
H 1.15354 -0.19156 -2.51975
H -0.55246 0.34944 -2.19975
H -1.66746 -0.67456 -0.15675
H -0.70646 -1.05656 1.07725
H -1.93346 -2.93956 -1.26075
H -2.09346 -3.16956 0.46525
H -0.24946 -3.53156 -1.96875
H -0.14846 -4.42456 -0.54475
H 1.62054 -2.80956 -1.20575
H 1.41354 -2.62256 0.39725
C 7.07854 2.46844 0.54025
C 5.67154 2.69244 0.00325
N 4.58454 2.73844 -0.42275
H 7.03354 1.71244 1.22325
H 7.54954 2.19844 -0.22775
H 7.56454 3.31744 0.96325
C -1.41246 -7.32256 -1.79075
C -0.26846 -7.99756 -0.85275
N 0.50154 -8.49356 -0.16175
H -1.07046 -6.52456 -2.35375
H -1.93846 -8.05856 -2.40175
H -2.10946 -7.01556 -1.17175
C 1.21154 5.69544 -1.42075
C 0.46854 7.02144 -1.54375
N -0.10846 8.03644 -1.79875
H 1.96454 5.35344 -2.04375
H 1.72154 5.62144 -0.44475
H 0.61154 4.64344 -1.24175
C -2.20846 4.53044 2.07225
C -2.05946 4.42544 0.62725
N -1.87846 4.42344 -0.49775
H -3.13146 4.92244 2.03325
H -2.09346 3.45444 2.40825
H -1.54846 5.34744 2.48425
C 2.89154 -1.53556 5.35425
C 2.16654 -0.26356 4.87125
N 1.69654 0.69344 4.49625
H 3.54254 -1.24056 6.31825
H 2.02254 -2.27856 5.42625
H 3.56854 -1.97856 4.51925
C -4.17946 1.21544 -1.45875
C -2.95046 1.67744 -2.32875
N -2.05646 2.04644 -3.01675
H -5.08746 1.07944 -1.96475
H -3.90246 0.28044 -1.20675
H -4.26346 2.03844 -0.69975
C -0.26846 3.01644 -5.21975
C 0.65554 1.77444 -4.85675
N 1.28454 0.86344 -4.55975
H -0.32946 3.71244 -4.48875
H 0.15854 3.41944 -6.29375
H -1.10046 2.65844 -5.26375
C -1.09146 -1.44256 -5.73075
C -2.22246 -1.43156 -4.74775
O -2.28046 -2.64356 -4.17875
H -0.85846 -0.40756 -6.14975
H -1.36546 -2.12556 -6.45975
H -0.05746 -1.64356 -5.39675
H -2.90046 -1.17956 -5.47575
H -2.23346 -0.62456 -4.12775
H -3.18146 -2.85656 -3.91075
C 2.33954 5.96444 2.82825
C 2.30454 7.25344 1.96725
O 2.61754 8.33344 2.86825
H 1.86354 5.37244 2.24925
H 1.63454 6.26944 3.72125
H 3.40654 5.81044 3.19425
H 1.30754 7.58544 1.31125
H 3.19854 7.28144 1.24525
H 1.84054 8.50944 3.55625
C -1.48946 -0.08356 4.03425
C -2.90446 -0.33956 3.41225
O -2.93946 0.12944 2.17125
H -0.76846 -0.40656 3.42925
H -1.34346 -0.59756 4.98525
H -1.52046 0.86944 4.28225
H -3.57846 -0.01156 4.03525
H -2.91746 -1.40756 3.40025
H -3.89246 0.29744 2.08625
C 4.87754 -0.47056 2.50525
C 4.67154 -1.49156 1.31625
O 3.72654 -2.41956 1.81725
H 5.14654 -0.88256 3.34325
H 3.91954 -0.03556 2.89625
H 5.51854 0.19544 1.99525
H 5.69554 -2.01756 1.30225
H 4.64354 -0.96256 0.38625
H 3.61554 -3.44356 1.28325
C -5.34946 -3.55756 -4.74875
C -5.61746 -3.55056 -3.25475
O -4.52346 -2.81056 -2.65075
H -4.40346 -4.10456 -4.90275
H -5.10746 -2.62356 -4.97175
H -6.29846 -3.70056 -5.36275
H -5.86346 -4.54756 -2.82675
H -6.52446 -2.89056 -3.23575
H -4.82546 -2.62156 -1.75375
C -0.22246 -3.67656 4.50525
C -0.38246 -3.59756 2.97925
O -0.03346 -4.74556 2.38925
H -0.88646 -4.43556 4.97425
H -0.43146 -2.53756 5.13425
H 0.85954 -3.87156 4.63325
H 0.24154 -2.76156 2.58625
H -1.40346 -3.32356 2.76225
H -0.54346 -5.57756 2.90925
*
```

Summary:
Frontier orbital gap in eV: 9.2
E_LUMO in eV: -2.23

Atomic partial charges in e from the Löwdin method, atoms 1 to 6: C -0.087; C -0.260; C -0.134; N -0.201; C -0.018; C -0.123


No. 3
Density functional theory data (ωB97M-V/def2-TZVPD) for a molecular structure, C20H32N4RuS3.

Geometry as ORCA input:
```
! wB97M-V def2-TZVPD RIJCOSX def2/J DEFGRID3
* xyz 4 5
Ru 0.53235 -0.18150 1.31815
C -0.97273 -3.02342 2.46097
C -2.02528 -1.94550 2.61783
S -1.36680 -0.25338 2.73548
C -0.72326 -0.01258 4.42393
C 0.57839 -0.71151 4.80990
S 1.86094 -0.80700 3.50345
C 2.14428 -2.60765 3.34170
C 1.83257 -3.17251 1.96082
S 0.29128 -2.54316 1.22255
H -1.42906 -3.94377 2.09321
H -0.46329 -3.24667 3.39574
H -2.65080 -2.12415 3.49471
H -2.69165 -1.90420 1.75475
H -1.52702 -0.31685 5.09827
H -0.63845 1.07066 4.51390
H 0.40676 -1.72273 5.17377
H 1.03455 -0.15180 5.62809
H 1.57594 -3.09975 4.12809
H 3.19943 -2.77505 3.56427
H 1.75117 -4.26102 2.00125
H 2.61107 -2.93652 1.23662
C 4.01838 -0.80264 -1.23434
C 4.73472 0.36407 -0.99788
C 4.17479 1.36089 -0.20579
C 2.92701 1.16610 0.35274
N 2.25271 -0.00176 0.16169
C 2.78618 -0.94936 -0.63614
C 2.20219 2.19437 1.12909
C 2.68761 3.46520 1.36296
C 1.89373 4.39133 2.03193
C 0.61423 4.02917 2.43226
C 0.18590 2.74393 2.18163
N 0.96223 1.83089 1.56125
H 4.40849 -1.58698 -1.86861
H 5.71426 0.50683 -1.43730
H 4.71787 2.28014 -0.04175
H 2.19127 -1.83884 -0.80091
H 3.67156 3.75336 1.02291
H 2.26830 5.38933 2.22333
H -0.04210 4.72932 2.93104
H -0.80902 2.42755 2.46568
C -2.78013 -1.06718 -5.69256
C -3.11328 0.15876 -4.84712
C -3.18891 1.42626 -5.71537
C -4.36940 -0.03239 -4.01633
N -1.93682 0.39791 -3.94773
N -1.98651 0.72528 -2.65582
H -3.53415 -1.16949 -6.47185
H -2.78111 -1.97815 -5.09505
H -1.81562 -0.96077 -6.19250
H -4.07910 1.34473 -6.34027
H -2.32858 1.51459 -6.37922
H -3.28655 2.32911 -5.11169
H -5.19176 -0.24809 -4.69692
H -4.65872 0.86902 -3.46963
H -4.29216 -0.88842 -3.34161
H -1.03223 0.52664 -4.39345
H -2.93769 0.63746 -2.30710
H -1.57798 1.63187 -2.43701
*
```

Summary:
Frontier orbital gap (spin up / spin down) in eV: 8.0 / 6.2
E_LUMO (spin up / spin down) in eV: -12.21 / -14.49
⟨S²⟩: 6.025

Atomic partial charges in e from the Löwdin method, atoms 1 to 6: Ru 0.983; C -0.404; C -0.428; S 0.872; C -0.414; C -0.412


Relative energy (zero: lowest compared OMol25 entry of this formula, charge and spin) across the listed records, respectively: 97.6; 63.8; 0.0 kcal/mol.
Maximum force across the listed records, respectively: 6.19; 12.48; 0.71 eV/A.